# 1
The following is a DFT calculation (ωB97M-V/def2-TZVPD) of a cluster of 11 separate species, C44H80N6O10S5 in total.

XYZ file:
```
145
C44H80N6O10S5 (ωB97M-V/def2-TZVPD)
O 0.7475 5.6036 -1.2211
S -0.0785 4.4202 -1.2274
O 0.1482 3.4355 -0.1906
C -1.8190 4.8620 -1.3072
C -2.3246 3.9895 -2.4478
C -1.2639 3.9248 -3.5540
C -0.0165 3.5017 -2.7937
H -1.8844 5.8918 -1.6631
H -2.2923 4.7088 -0.3429
H -2.4284 2.9719 -2.0504
H -3.3129 4.3066 -2.7779
H -1.0877 4.9356 -3.9409
H -1.5357 3.2530 -4.3616
H 1.0097 3.5240 -3.1592
H -0.1999 2.4612 -2.5041
O 2.0735 3.2269 4.6732
S 2.2168 3.5995 3.2901
O 2.2040 2.5532 2.2827
C 0.9582 4.8650 2.8706
C 1.6964 6.0187 2.2251
C 3.0605 6.1193 2.8783
C 3.6685 4.7324 2.9986
H 0.5016 5.1539 3.8197
H 0.1556 4.4469 2.2650
H 1.7843 5.8723 1.1456
H 1.1193 6.9375 2.3371
H 3.0101 6.6276 3.8456
H 3.7077 6.7801 2.2958
H 4.3786 4.5372 3.7949
H 4.0363 4.4187 2.0220
O -4.4986 -0.1885 0.1098
S -4.6352 -1.5771 -0.3014
O -3.9883 -2.0107 -1.5185
C -4.2049 -2.5854 1.1546
C -5.4373 -2.4579 2.0236
C -6.6048 -2.7859 1.0804
C -6.3400 -2.1200 -0.2888
H -3.2751 -2.2379 1.6045
H -3.9899 -3.5789 0.7502
H -5.3363 -3.1437 2.8647
H -5.5278 -1.4390 2.4046
H -7.5689 -2.4788 1.4816
H -6.5923 -3.8750 1.0198
H -7.0264 -1.3671 -0.6666
H -6.3820 -2.9279 -1.0221
O 1.9653 1.1475 -6.2903
S 2.5811 0.7945 -5.0295
O 2.9651 1.8727 -4.1335
C 1.5419 -0.4399 -4.0914
C 2.3301 -1.7524 -4.0337
C 3.8016 -1.4090 -4.2183
C 4.0059 -0.3511 -5.2782
H 0.5686 -0.4973 -4.5672
H 1.4591 0.0052 -3.0990
H 2.1601 -2.2971 -3.1070
H 1.9771 -2.3704 -4.8632
H 4.3316 -2.3040 -4.5533
H 4.2808 -1.0587 -3.3001
H 3.8607 -0.8232 -6.2517
H 4.9176 0.2368 -5.2478
O 7.5789 2.8336 -1.3614
S 6.3146 2.3250 -1.8649
O 6.3342 1.2674 -2.8649
C 5.1913 1.8425 -0.5254
C 3.8322 2.4610 -0.8892
C 4.1106 3.8487 -1.5554
C 5.2938 3.6957 -2.4886
H 5.5623 2.4079 0.3324
H 5.2007 0.7781 -0.3170
H 3.3135 1.8962 -1.6692
H 3.1528 2.5553 -0.0443
H 4.3627 4.5408 -0.7379
H 3.2130 4.3594 -1.9051
H 5.9205 4.5616 -2.6800
H 4.9953 3.2626 -3.4462
C 3.4809 -5.1788 -0.8678
C 2.7095 -4.0820 -0.3938
C 1.4597 -4.2332 -0.9329
N 1.4259 -5.3539 -1.7023
C 2.6834 -5.9069 -1.7185
H 4.5136 -5.4486 -0.7177
H 3.0128 -3.3517 0.3392
H 0.6056 -3.5817 -0.8291
H 0.6186 -5.6540 -2.2143
H 2.8800 -6.7958 -2.2943
C -3.0102 0.3543 3.8809
C -2.1158 1.3338 3.1535
C -2.5908 1.7236 1.7442
C -3.7792 2.5774 1.7312
N -4.7119 3.2516 1.7359
H -2.5186 -0.0030 4.7917
H -3.2222 -0.5434 3.2971
H -3.9106 0.8428 4.2556
H -1.1084 0.9210 3.0505
H -1.9543 2.2357 3.7479
H -2.8609 0.8326 1.1744
H -1.8347 2.2374 1.1438
C -3.6963 -2.8930 -6.2176
C -3.6745 -1.8108 -5.1378
C -2.5539 -0.7847 -5.3353
C -2.1714 -0.1128 -4.1010
N -1.8727 0.4194 -3.1329
H -2.9125 -2.8376 -6.9792
H -4.6069 -2.9804 -6.8064
H -3.4913 -3.8367 -5.7046
H -3.6406 -2.1846 -4.1167
H -4.6371 -1.2937 -5.2047
H -2.6745 -0.0433 -6.1258
H -1.6531 -1.3379 -5.6365
C -0.3806 -1.6479 1.0787
C -0.0571 -0.6833 -0.0472
C 0.8954 0.4443 0.4429
C 2.1968 -0.1368 0.8503
N 3.1928 -0.6253 1.1418
H -1.1122 -2.4048 0.7802
H -0.8528 -1.1650 1.9420
H 0.4901 -2.1776 1.4708
H -0.9217 -0.1651 -0.4605
H 0.4888 -1.1576 -0.8642
H 0.4500 1.0218 1.2526
H 1.0949 1.2053 -0.3117
C 0.2910 -2.5819 6.0301
C 1.3036 -1.4490 5.8263
C 0.7824 -0.1366 5.2772
C 0.0692 0.6925 6.2490
N -0.5767 1.3291 6.9549
H -0.3708 -2.6323 5.1665
H -0.3433 -2.3261 6.8829
H 0.7912 -3.5248 6.2339
H 2.1186 -1.8275 5.2024
H 1.8415 -1.2643 6.7604
H 0.1973 -0.1786 4.3536
H 1.6142 0.4717 4.9019
C -2.7317 -4.9260 3.7178
C -1.2183 -4.6941 3.5066
C -0.6565 -5.6350 2.4449
C -1.3283 -5.5878 1.1477
N -1.8514 -5.5631 0.1280
H -3.0984 -4.0350 4.2394
H -2.8907 -5.7461 4.4178
H -3.3863 -5.0238 2.8540
H -0.6958 -4.8759 4.4412
H -1.0372 -3.6621 3.2000
H -0.8497 -6.6414 2.8309
H 0.4062 -5.4664 2.2627
```

SMILES = O=S1(=O)CCCC1.O=S1(=O)CCCC1.O=S1(=O)CCCC1.O=S1(=O)CCCC1.O=S1(=O)CCCC1.c1cc[nH]c1.CCCC#N.CCCC#N.CCCC#N.CCCC#N.CCCC#N
HOMO-LUMO gap = 8.6 eV
Net charge = 0
LUMO energy = 0.199 eV

=====

# 2
The following is a DFT calculation (ωB97M-V/def2-TZVPD) of a structure of composition C15H15CrNO3.

XYZ file:
```
35
C15H15CrNO3 (ωB97M-V/def2-TZVPD)
C 0.0986 -1.5392 -3.4141
C -1.2194 -1.5874 -2.8671
C -1.1564 -2.1198 -1.5519
C 0.2415 -2.4180 -1.2580
C 0.9812 -2.1809 -2.4708
Cr 1.1939 -0.2585 -1.6545
C -1.1708 1.8373 -2.4197
C -0.4484 2.6238 -3.1999
C 0.2361 3.0480 -4.2599
N 2.2647 -0.7102 -0.6408
H -1.9979 -2.3360 -0.9107
H -2.1516 -1.3609 -3.3761
H 0.5465 -2.9642 -0.3812
H 2.0444 -2.4114 -2.6398
H 0.3415 -1.3070 -4.4432
H -1.8667 1.1546 -2.9149
H 2.3199 0.4046 -2.6684
H -1.2542 1.9809 -1.3502
H -0.1374 3.7004 -5.0850
H 1.2668 2.7264 -4.3545
O 0.9816 1.8686 2.1231
C 0.5171 1.0980 3.0927
C 0.7709 1.4445 4.4386
C 0.3165 0.6154 5.4583
C -0.4065 -0.5578 5.1633
C -0.6770 -0.8922 3.8385
C -0.2161 -0.0898 2.7977
C -0.5738 -0.4056 1.3730
O -1.3608 -1.3466 1.1573
O -0.0323 0.3725 0.4961
H 0.7061 1.3232 1.2410
H 1.3269 2.3649 4.6336
H 0.5255 0.8976 6.4975
H -0.7598 -1.1997 5.9720
H -1.2508 -1.7756 3.5779
```

2S+1 = 5
HOMO-LUMO gap (alpha / beta) = 1.9 / 6.0 eV
Net charge = -2
LUMO energy (alpha / beta) = 4.927 / 3.225 eV

=====

# 3
The following is a DFT calculation (ωB97M-V/def2-TZVPD) of a structure of composition C3H7O2Sc.

XYZ file:
```
13
C3H7O2Sc (ωB97M-V/def2-TZVPD)
O 0.2692 0.8213 -0.8544
C 1.3491 0.2130 -1.5156
H 2.2773 0.2888 -0.9231
H 1.1493 -0.8564 -1.6996
H 1.4930 0.7231 -2.4761
H -0.2159 1.7683 0.1254
C -1.2041 -1.1062 0.7325
C -0.1921 -0.0956 0.7261
O -0.6763 1.1241 1.2268
Sc -2.2025 0.5917 2.6415
H -1.9946 -0.9734 -0.0189
H -0.8543 -2.1259 0.9186
H 0.8018 -0.3728 1.1167
```

ΔE to the lowest compared entry with this formula, charge and spin = 48.2 kcal/mol
2S+1 = 2
HOMO-LUMO gap (alpha / beta) = 6.5 / 6.5 eV
Net charge = +1
LUMO energy (alpha / beta) = -5.667 / -5.756 eV

=====

# 4
The following is a DFT calculation (ωB97M-V/def2-TZVPD) of a cluster of 2 separate species, C3H11NOS in total.

XYZ file:
```
17
C3H11NOS (ωB97M-V/def2-TZVPD)
C -1.7615 0.9380 0.2099
N -0.4755 0.5918 -0.4807
C 0.6458 0.2839 0.4310
C 1.9572 0.5060 -0.3484
S 3.2855 -0.2620 0.5642
H -2.1937 -0.0050 0.5125
H -1.4970 1.6215 1.0198
H -2.4915 1.2675 -0.5367
H -0.2366 1.3899 -1.0515
H 0.5263 -0.7187 0.8437
H 0.5717 1.0112 1.2471
H 2.0636 1.5542 -0.5941
H 1.8128 0.0699 -1.3547
H 3.2867 -1.5725 0.2406
O -1.6028 -2.2809 0.0754
H -2.3683 -2.8120 -0.1739
H -1.5226 -1.5828 -0.6041
```

ΔE to the lowest compared entry with this formula, charge and spin = 23.0 kcal/mol
SMILES = CNCCS.O
HOMO-LUMO gap = 9.9 eV
Net charge = 0
LUMO energy = 0.915 eV

=====

# 5
The following is a DFT calculation (ωB97M-V/def2-TZVPD) of a cluster of 12 separate species, C5H32NO12S in total.

XYZ file:
```
51
C5H32NO12S (ωB97M-V/def2-TZVPD)
O 1.4359 -0.9188 -1.7402
C 0.8744 0.1796 -1.6737
N -0.4049 0.0612 -1.2299
C -1.3360 1.0660 -0.8704
C -1.7900 1.9846 -1.9827
S -1.5080 3.8572 -1.8360
C 1.6464 1.4606 -1.9909
C 2.6984 1.4839 -0.9508
H -0.8735 -0.8698 -1.1079
H -1.0194 1.8299 -0.0202
H -2.2942 0.5868 -0.5075
H -2.8978 1.8203 -2.2201
H -1.4150 1.6825 -3.0075
H 1.0169 2.4012 -1.7952
H 1.8522 1.5742 -3.0313
H 2.3099 1.7161 0.0249
H 3.3635 2.3086 -0.9651
H 3.4089 0.6835 -0.9125
H -3.9238 -1.0543 2.6509
H -3.0785 -2.3190 2.3044
O -3.9013 -1.7772 1.9652
H 2.3731 1.1645 3.2004
H 2.7077 -0.2833 2.9720
O 3.0325 0.5743 3.2328
H -0.1862 -1.6469 2.4661
H -1.0522 -2.2622 1.1758
O -1.0762 -1.9250 2.1599
H 2.1439 -2.0493 1.9116
H 1.1180 -0.7432 1.5781
O 1.5443 -1.3189 2.2450
H -0.3598 3.6814 0.0794
H 0.7138 4.2329 0.9500
O -0.0123 3.6116 1.0101
H -2.4203 0.0694 3.2060
H -2.0889 -0.5246 4.4982
O -2.8374 -0.0597 4.0954
H -0.2310 -3.2513 -0.8900
H 0.7012 -2.0078 -0.7224
O 0.3878 -2.8098 -0.2825
H 0.7243 0.1806 -4.6001
H 0.3498 -0.9094 -3.6409
O 0.5466 -0.7707 -4.6620
H 0.4194 1.8898 1.4942
H -0.4209 0.6029 1.3561
O 0.3172 1.0651 1.7696
H -3.4098 -1.2313 -0.7227
H -2.7616 -0.9801 -1.9102
O -2.9634 -1.7618 -1.3774
H 3.2181 -2.7960 -0.7354
H 2.2347 -3.8214 -0.4344
O 3.1231 -3.6771 -0.5262
```

ΔE to the lowest compared entry with this formula, charge and spin = 52.1 kcal/mol
HOMO-LUMO gap = 6.6 eV
Net charge = -1
LUMO energy = 2.413 eV

=====

# 6
The following is a DFT calculation (ωB97M-V/def2-TZVPD) of a cluster of 5 separate species, C41H75BrClFN4O23P4 in total.

XYZ file:
```
150
C41H75BrClFN4O23P4 (ωB97M-V/def2-TZVPD)
C 1.7870 -5.0506 2.9136
C 0.8446 -4.6594 1.8008
O 0.8853 -5.1914 0.7166
O -0.0095 -3.6887 2.1419
C -0.9164 -3.2762 1.1178
C -0.2558 -2.3642 0.0920
C -1.0991 -2.0838 -1.1642
C -2.0005 -0.8181 -1.1342
N -1.5274 0.2691 -0.2964
C -0.2166 0.7606 -0.6639
C -0.1600 1.6352 -1.9263
C 1.3392 1.8586 -2.1632
N 1.8542 2.9221 -1.2808
C 3.0133 2.5056 -0.4998
C 2.6941 2.1328 0.9448
C 3.4659 1.1464 1.5513
C 3.2153 0.7191 2.8409
C 2.1855 1.2591 3.5846
C 1.4275 2.2720 3.0239
C 1.6831 2.6963 1.7240
O 0.8943 3.6929 1.2040
C -1.7562 0.1843 1.1123
C -2.6729 1.2638 1.6621
O -2.9945 2.2607 1.1126
Cl -3.2234 0.9480 3.3519
C -3.5406 -1.0882 -1.0691
C -3.9616 -1.8016 -2.3476
O -3.7092 -0.9876 -3.5100
N -4.6880 -1.2208 -4.5042
O -4.9459 -0.2299 -5.0550
O -4.1318 0.1885 -0.8719
C -5.3878 0.4229 -1.3744
F -6.3403 -0.5131 -0.9568
C -5.8059 1.8100 -0.8649
C -7.2865 1.9117 -0.4985
C -7.5019 1.6361 0.9974
Br -7.8066 3.8000 -0.7927
C -3.9677 -2.0371 0.0733
C -4.5755 -1.5089 1.2024
C -4.9672 -2.3722 2.2094
C -4.7418 -3.7295 2.0359
C -4.1539 -4.1424 0.8594
N -3.7679 -3.3357 -0.1241
H 2.7742 -5.1657 2.4782
H 1.7682 -4.2784 3.6791
H 1.4311 -5.9939 3.3213
H -1.3456 -4.1284 0.5916
H -1.7562 -2.8078 1.6321
H 0.6400 -2.8942 -0.2337
H 0.1044 -1.4747 0.6065
H -0.3895 -1.9658 -1.9852
H -1.6330 -3.0016 -1.4074
H -1.9196 -0.4052 -2.1430
H 0.5154 -0.0389 -0.8384
H 0.2121 1.3843 0.1191
H -0.5861 1.1421 -2.7999
H -0.5963 2.6087 -1.7100
H 1.5512 2.0937 -3.2077
H 1.8729 0.9216 -1.9840
H 2.1884 3.6599 -1.8833
H 3.5526 1.6534 -0.9261
H 3.7306 3.3305 -0.4539
H 4.2855 0.6884 1.0119
H 3.8106 -0.0676 3.2850
H 1.9398 0.9338 4.5856
H 0.6192 2.7464 3.5689
H 0.1022 3.7227 1.7497
H -0.8075 0.4095 1.6248
H -2.0352 -0.7971 1.4896
H -5.0145 -2.0828 -2.3387
H -3.4238 -2.7386 -2.4622
H -5.4398 0.4480 -2.4628
H -5.6359 2.4978 -1.6936
H -5.1636 2.1520 -0.0578
H -7.9422 1.3336 -1.1365
H -8.3184 2.2497 1.3683
H -6.6209 1.9948 1.5291
H -7.6748 0.5775 1.1793
H -4.7639 -0.4563 1.3307
H -5.4400 -2.0168 3.1147
H -5.0029 -4.4478 2.7985
H -3.9829 -5.2039 0.7188
C 5.0413 -0.3642 -6.5167
O 3.9149 -1.2027 -6.2223
P 3.6015 -1.4818 -4.6348
O 3.4924 -0.0682 -4.1890
O 5.0743 -2.1286 -4.3238
C 5.5063 -3.3052 -5.0182
O 2.9212 -2.1242 -3.2487
C 2.2678 -3.4128 -3.2963
H 4.6824 0.4665 -7.1199
H 5.5229 0.0175 -5.6222
H 5.7632 -0.9440 -7.0931
H 6.5112 -3.1314 -5.4000
H 4.8521 -3.5531 -5.8555
H 5.5328 -4.1447 -4.3226
H 2.9713 -4.1980 -3.5842
H 1.4302 -3.3968 -3.9948
H 1.8882 -3.6311 -2.3009
C 6.8382 -0.5486 -1.8296
O 7.9838 -0.2963 -1.0011
P 9.4245 -0.5534 -1.6845
O 9.4728 0.2526 -2.9092
O 9.1688 -2.1428 -2.0033
C 8.6988 -3.0245 -0.9841
O 11.0059 -0.7667 -1.3090
C 11.3821 -1.0097 0.0626
H 6.2379 0.3575 -1.8672
H 7.1045 -0.8479 -2.8383
H 6.2508 -1.3444 -1.3704
H 7.8624 -3.5993 -1.3814
H 8.3608 -2.4874 -0.0967
H 9.4981 -3.7130 -0.7052
H 10.9332 -1.9342 0.4332
H 11.0849 -0.1766 0.7000
H 12.4634 -1.1063 0.0958
C -1.2584 -1.5185 4.5415
O -0.5160 -1.4813 5.7687
P -0.0518 -2.9115 6.3649
O 0.7124 -3.5887 5.3097
O -1.5665 -3.5193 6.5170
C -2.5890 -2.7740 7.1791
O 0.4940 -3.6181 7.7382
C 0.4250 -2.8940 8.9853
H -0.7324 -0.9069 3.8108
H -1.3709 -2.5292 4.1545
H -2.2426 -1.0955 4.7202
H -3.4795 -2.7733 6.5509
H -2.2932 -1.7403 7.3639
H -2.8288 -3.2548 8.1285
H -0.6101 -2.6612 9.2451
H 1.0057 -1.9729 8.9317
H 0.8473 -3.5286 9.7588
C -5.8264 9.1960 -2.8693
O -5.6125 8.2292 -1.8366
P -4.1097 8.1680 -1.1995
O -3.8791 9.5577 -0.7638
O -3.3859 7.8167 -2.6293
C -3.8096 6.6894 -3.3995
O -2.9355 7.4020 -0.3246
C -3.0994 6.0090 0.0247
H -6.6471 9.8382 -2.5575
H -4.9453 9.8007 -3.0621
H -6.1075 8.6693 -3.7826
H -3.9573 7.0101 -4.4303
H -4.7443 6.2640 -3.0301
H -3.0324 5.9242 -3.3766
H -3.1570 5.3843 -0.8697
H -3.9935 5.8630 0.6314
H -2.2307 5.7105 0.6045
```

SMILES = CC(=O)OCCC[C@H](N(CCCNCc1ccccc1O)CC(=O)Cl)[C@](CON=O)(O[C@@H](F)C[C@@H](C)Br)c1ccccn1.COP(=O)(OC)OC.COP(=O)(OC)OC.COP(=O)(OC)OC.COP(=O)(OC)OC
HOMO-LUMO gap = 6.9 eV
Net charge = 0
LUMO energy = -1.664 eV

=====

# 7
The following is a DFT calculation (ωB97M-V/def2-TZVPD) of a structure of composition C28H35N5OP2Pd.

XYZ file:
```
72
C28H35N5OP2Pd (ωB97M-V/def2-TZVPD)
Pd 1.8048 -1.1783 0.9373
C 3.5937 -1.1013 0.0642
C 2.5943 -1.0760 -0.9435
C 2.2831 -2.2685 -1.8109
C 1.9581 -3.5308 -0.9749
C 1.3183 -3.0778 0.3111
C 1.9800 -3.0873 1.5597
C 3.4656 -3.0798 1.7334
C 4.2508 -2.3508 0.5799
C -2.0975 0.6254 1.7775
H 4.0689 -0.1487 0.2608
H 2.3278 -0.1154 -1.3775
H 3.1110 -2.4772 -2.4988
H 1.4054 -2.0505 -2.4398
H 1.2329 -4.1124 -1.5691
H 2.8388 -4.1757 -0.7985
H 0.2388 -3.0972 0.2608
H 1.3408 -3.3226 2.4231
H 3.8827 -4.0864 1.9000
H 3.6357 -2.4881 2.6485
H 5.1968 -2.0136 1.0335
H 4.4831 -3.0304 -0.2380
H -0.9903 0.6452 1.8500
H -2.5152 0.2704 2.7321
H -2.4674 1.6248 1.5269
P -2.3944 -0.4770 0.4495
P 0.2373 2.6138 -0.6801
N -1.9513 -1.9962 1.1933
N -3.9644 -0.5901 0.0032
N 1.8608 2.4845 -0.2798
N -0.0340 4.0527 -1.4595
C -1.0756 -0.2856 -0.7877
C -0.4982 1.0974 -1.3702
C -1.3560 -2.1626 2.4427
C -1.6250 -3.4402 2.8961
C -2.3584 -4.1140 1.8607
C -2.5288 -3.2247 0.8226
C -5.0577 -0.3379 0.8623
C -6.2185 -0.6375 0.1730
C -5.8494 -1.0870 -1.1541
C -4.4515 -1.0469 -1.2329
C 2.3588 2.2890 1.0311
C 3.7268 2.5283 1.0356
C 4.1359 2.6564 -0.3445
C 2.9913 2.6213 -1.1208
C 0.7612 4.7203 -2.4256
C -0.0249 5.6721 -3.0577
C -1.3318 5.6346 -2.4558
C -1.3167 4.6536 -1.4844
H -1.6118 -0.7519 -1.6294
H -0.2310 -0.9773 -0.5379
H 0.2499 0.7939 -2.1284
H -1.3449 1.5404 -1.9146
H -0.8448 -1.3476 2.9297
H -1.3557 -3.8312 3.8651
H -2.7366 -5.1271 1.8933
H -3.0129 -3.3189 -0.1343
H -4.8862 0.0299 1.8704
H -7.2244 -0.5353 0.5469
H -6.5177 -1.3819 -1.9399
H -3.7769 -1.2838 -2.0422
H 1.6834 2.0826 1.8441
H 4.3648 2.6233 1.9124
H 5.1527 2.7620 -0.6820
H 2.8735 2.7086 -2.1822
H 1.8066 4.4738 -2.5462
H 0.2710 6.3413 -3.8636
H -2.1711 6.2866 -2.7080
H -2.0776 4.3210 -0.7990
O -0.6425 4.9287 2.0226
C -0.5816 3.8890 1.4878
N -0.3623 2.8527 0.8702
```

ΔE to the lowest compared entry with this formula, charge and spin = 72.4 kcal/mol
2S+1 = 3
HOMO-LUMO gap (alpha / beta) = 3.6 / 6.7 eV
Net charge = 0
LUMO energy (alpha / beta) = 0.145 / 0.110 eV

=====

no.,E (eV)
1,-130514.7679
2,-51843.6554
3,-28007.8045
4,-17661.4250
5,-42600.3514
6,-219220.3653
7,-61149.5105